[1]
82
Properties=species:S:1:pos:R:3 method="wB97M-V/def2-TZVPD" homo_energy_ha=-0.441 total_charge=+1 lumo_ev=-3.32
C -3.140 3.004 3.463
C -1.822 2.664 2.771
O -1.741 3.072 1.425
C -2.693 2.429 0.604
C -2.520 2.827 -0.876
C -1.243 3.617 -1.150
C -0.035 2.695 -1.182
C 1.307 3.454 -1.028
C 2.169 3.064 0.123
C 2.813 3.921 0.984
C 2.879 5.416 1.009
P 3.264 6.230 2.585
O 3.028 7.660 2.512
O 2.457 5.470 3.742
O 4.799 5.874 2.858
N 3.482 3.121 1.897
C 3.262 1.825 1.620
B 3.915 0.743 2.596
N 3.392 -0.570 2.653
O 5.010 1.164 3.311
N 2.497 1.764 0.523
C 2.068 0.539 -0.154
C 3.213 -0.310 -0.675
C 2.770 -1.699 -1.152
C 1.863 -2.531 -0.222
N 0.589 -2.833 -0.901
C -0.047 -4.063 -0.333
C -0.325 -1.744 -0.714
C -0.886 -1.454 0.665
O -0.659 -1.065 -1.633
H -2.962 3.329 4.481
H -3.807 2.148 3.481
H -3.648 3.808 2.938
H -1.023 3.192 3.289
H -1.594 1.598 2.883
H -3.707 2.696 0.902
H -2.641 1.343 0.718
H -3.358 3.453 -1.166
H -2.544 1.918 -1.470
H -1.125 4.424 -0.436
H -1.376 4.057 -2.137
H -0.015 2.120 -2.102
H -0.139 1.981 -0.370
H 1.903 3.412 -1.939
H 1.058 4.500 -0.884
H 1.994 5.889 0.601
H 3.710 5.709 0.366
H 1.879 4.779 3.398
H 4.928 5.419 3.699
H 4.067 3.407 2.663
H 3.632 -1.087 3.491
H 2.386 -0.587 2.528
H 4.873 1.174 4.264
H 1.446 0.787 -1.000
H 1.418 -0.005 0.524
H 4.046 -0.400 0.015
H 3.605 0.207 -1.550
H 2.276 -1.598 -2.112
H 3.672 -2.276 -1.326
H 2.357 -3.477 -0.036
H 1.705 -2.073 0.759
H 0.305 -4.275 0.674
H 0.163 -4.878 -1.016
H -1.123 -3.917 -0.310
H -1.961 -1.574 0.664
H -0.640 -0.429 0.925
H -0.457 -2.110 1.417
C -2.823 -4.444 -2.998
C -2.563 -5.832 -2.448
O -3.760 -6.615 -2.388
C -4.173 -7.110 -3.557
O -3.615 -6.980 -4.614
O -5.295 -7.791 -3.342
C -5.890 -8.339 -4.524
H -3.610 -3.950 -2.425
H -1.917 -3.837 -2.951
H -3.149 -4.489 -4.035
H -2.214 -5.763 -1.419
H -1.801 -6.356 -3.025
H -5.174 -8.942 -5.076
H -6.272 -7.540 -5.157
H -6.713 -8.963 -4.191



[2]
75
Properties=species:S:1:pos:R:3 method="wB97M-V/def2-TZVPD" homo_energy_ha="-0.615 / -0.616" total_charge=+3 s2=9.337 spin_multiplicity=6 lumo_ev="-9.71 / -9.52"
Dy 1.060 -0.207 -0.355
P -1.165 -0.567 1.466
P 1.729 -2.813 -0.829
P -1.490 -0.738 -1.952
H -0.036 4.110 -0.688
C -1.151 4.126 -0.709
C -1.907 3.757 0.345
H -1.492 3.608 1.366
C -0.675 -0.004 3.132
C -1.386 -2.375 1.800
C -2.898 0.002 1.484
C 2.835 -2.754 -2.312
C 2.761 -2.954 0.699
C 0.517 -4.174 -0.989
C -2.779 0.544 -2.280
C -2.668 -2.094 -1.561
C -1.276 -1.197 -3.734
H -1.619 4.424 -1.673
H -2.986 3.543 0.224
H -0.508 1.078 3.128
H 0.250 -0.486 3.462
H -1.473 -0.238 3.846
H -0.406 -2.861 1.935
H -1.904 -2.859 0.959
H -1.984 -2.500 2.717
H -2.919 1.091 1.369
H -3.350 -0.267 2.447
H -3.493 -0.448 0.685
H 3.572 -3.564 -2.421
H 3.375 -1.793 -2.332
H 2.209 -2.742 -3.216
H 3.500 -3.768 0.711
H 2.153 -3.070 1.611
H 3.314 -2.008 0.858
H 0.896 -5.203 -1.075
H -0.113 -3.994 -1.872
H -0.179 -4.162 -0.140
H -3.268 0.275 -3.229
H -2.328 1.540 -2.364
H -3.533 0.554 -1.485
H -3.314 -2.229 -2.439
H -3.302 -1.862 -0.701
H -2.133 -3.029 -1.371
H -2.285 -1.317 -4.160
H -0.731 -2.142 -3.832
H -0.737 -0.421 -4.291
C 2.001 2.273 -4.034
C 1.563 3.558 -3.724
C 1.656 4.568 -4.683
C 2.238 4.316 -5.930
C 2.696 3.029 -6.223
C 2.619 1.999 -5.268
Se 1.513 0.826 -2.743
H 2.285 1.039 -1.278
H 1.135 3.728 -2.740
H 1.258 5.549 -4.463
H 2.315 5.129 -6.661
H 3.098 2.855 -7.224
H 3.026 1.012 -5.504
C 3.580 -0.790 3.678
N 2.983 0.532 3.835
C 2.558 1.093 5.033
C 2.016 2.298 4.737
N 2.107 2.476 3.372
C 1.580 3.605 2.644
C 2.666 1.371 2.796
Se 3.104 1.243 1.000
H 2.812 -1.539 3.399
H 4.027 -1.083 4.641
H 4.354 -0.768 2.892
H 2.680 0.581 5.967
H 1.567 3.047 5.355
H 0.499 3.507 2.515
H 1.802 4.513 3.206
H 2.042 3.654 1.658



We obtain energy relative to the best compared isomer or geometry (same formula, charge and spin) values of 0.399; 0.000 eV for the records listed above, in that order.
We obtain strongest force on any atom values of 1.46; 2.95 eV Å⁻¹ for the records listed above, in that order.